Below is C42H47F6N5OZr as an isolated structure at a distorted geometry, with properties calculated with ωB97M-V/def2-TZVPD.

```
102
C42H47F6N5OZr ωB97M-V/def2-TZVPD
Zr 0.362 -0.010 -0.004
F 1.676 -4.953 0.756
F -0.871 -4.015 -0.060
F -0.670 -3.275 -2.078
F 1.568 -2.988 1.654
F 0.273 -5.140 -1.516
F 3.275 -3.529 0.464
O 0.794 -1.820 -0.432
N 1.205 0.340 -2.208
N -1.812 -0.059 0.151
N -0.112 2.283 -0.098
N 1.242 0.329 2.145
N 2.709 0.161 -0.046
C -5.262 0.508 -1.775
C -3.784 -1.244 -0.735
C -1.081 0.375 -2.995
C -1.825 -1.848 2.530
C -2.292 1.187 0.197
C 0.988 0.293 4.517
C 1.714 4.058 -0.099
C -4.646 -3.197 0.406
C -2.608 -1.149 3.651
C 2.240 0.389 -4.779
C 3.381 0.257 -1.198
C 2.218 -0.313 4.663
C 1.942 -3.670 0.557
C -1.510 2.319 0.066
C -3.920 -1.020 -3.252
C 2.302 3.655 -1.456
C -3.958 -0.287 -1.907
C 3.365 -0.064 1.099
C 5.453 0.034 -0.038
C -3.680 -3.050 1.384
C -0.729 1.428 3.102
C 2.517 -0.110 2.311
C 0.523 0.631 3.252
C 0.282 3.578 -0.008
C -0.028 -3.920 -1.087
C 4.746 -0.141 1.141
C -2.792 -1.131 0.254
C 2.187 -3.115 -1.910
C 2.526 3.449 1.051
C 3.019 -0.472 3.541
C -0.825 4.429 0.202
C -1.230 -3.145 3.080
C 0.878 0.398 -4.569
C -4.695 -2.291 -0.634
C 0.384 0.371 -3.270
C -1.951 3.639 0.252
C 1.237 -3.108 -0.719
C 2.541 0.334 -2.413
C 4.768 0.233 -1.223
C 3.086 0.356 -3.680
C 1.786 5.582 0.021
C -2.742 -2.026 1.332
H 3.057 -2.498 -1.698
H -3.142 0.438 -1.905
H -5.319 1.054 -0.831
H 2.826 5.897 -0.069
H 2.162 2.595 -1.644
H -4.788 -1.668 -3.370
H 2.499 2.363 1.021
H 2.529 -4.127 -2.119
H 2.645 0.403 -5.782
H -1.951 -0.869 4.477
H 5.311 0.362 -2.146
H -1.379 -0.536 -2.467
H -0.714 -3.726 2.321
H -3.344 1.335 0.427
H -5.363 -4.004 0.464
H 1.814 4.203 -2.264
H -1.661 0.420 -3.914
H 6.535 0.009 -0.032
H 4.156 0.340 -3.822
H -0.991 -1.200 2.232
H 3.369 3.883 -1.487
H 2.131 3.775 2.016
H -5.464 -2.393 -1.388
H 5.269 -0.304 2.070
H -0.490 2.383 2.628
H 1.666 -2.732 -2.786
H -1.468 0.918 2.492
H -2.006 -3.774 3.512
H -3.032 -1.647 -3.351
H 3.566 3.773 0.986
H 1.419 5.931 0.987
H -3.665 -3.740 2.216
H -6.128 -0.155 -1.816
H 0.183 0.421 -5.397
H 2.576 -0.611 5.639
H -0.526 -2.917 3.883
H 0.376 0.524 5.378
H -3.357 -1.836 4.047
H -1.174 1.623 4.075
H -5.354 1.226 -2.591
H -1.339 1.245 -2.385
H 1.221 6.077 -0.769
H -3.940 -0.304 -4.075
H -3.142 -0.263 3.303
H 4.019 -0.866 3.634
H -0.783 5.499 0.300
H -2.974 3.946 0.405
```

Results
* maximum force: 1.3 eV Å⁻¹
* E_LUMO: -0.243 Ha
* total charge: +2
* spin multiplicity: 1
* relative energy (zero: lowest compared OMol25 entry of this formula, charge and spin): 17.28 kcal/mol

These are the Löwdin partial charges, in e, on atoms 1 to 8: 1.94 0.20 0.18 0.16 0.14 0.20 0.16 -0.30

Below is a 8-piece molecular cluster, H16O8 overall at a distorted geometry, with properties calculated with ωB97M-V/def2-TZVPD.

```
24
H16O8 ωB97M-V/def2-TZVPD
O -0.237 -0.280 0.248
O -3.336 0.665 1.241
O 0.763 1.790 -1.215
O -0.388 4.030 -0.385
O 3.591 -0.210 1.024
O 0.420 -2.937 -0.442
O 2.615 -1.048 -1.471
O -3.120 -2.297 1.326
H -3.118 -1.359 1.520
H 1.349 -2.936 -0.212
H 0.157 0.489 -0.164
H -3.475 0.972 2.137
H 0.050 4.120 0.461
H -4.213 0.449 0.923
H 0.160 -2.017 -0.394
H 3.723 -1.095 1.364
H 0.724 2.007 -2.147
H -0.205 3.131 -0.657
H -1.081 0.030 0.577
H -3.998 -2.469 0.986
H 2.814 -0.280 0.470
H 1.832 -0.991 -2.018
H 1.649 1.453 -1.084
H 3.327 -1.217 -2.088
```

Results
* maximum force: 2.6 eV Å⁻¹
* E_LUMO (spin up / spin down): -0.126 / -0.411 Ha
* total charge: +1
* spin multiplicity: 2
* relative energy (zero: lowest compared OMol25 entry of this formula, charge and spin): 27.78 kcal/mol

These are the Löwdin partial charges, in e, on atoms 1 to 8: 0.01 -0.03 -0.02 -0.05 -0.04 0.36 -0.02 0.07

Q: Look up the relative energy (zero: lowest compared OMol25 entry of this formula, charge and spin) of the second one.
A: 27.78 kcal/mol